Entry 1:
{
  "formula": "C9H12N3",
  "method": "the ωB97M-V functional and the def2-TZVPD basis",
  "total_energy_ha": -514.016548,
  "smiles": "CC(C)=C=N/C=C\\C(=[NH2+])C=C=N",
  "homo_ev": [-11.62, -11.62],
  "e_above_lowest_kcal_mol": 100.13,
  "orbital_gap_ev": [7.00, 7.00],
  "total_charge": 1,
  "symbols": ["C", "C", "C", "C", "N", "C", "C", "C", "N", "C", "C", "N", "H", "H", "H", "H", "H", "H", "H", "H", "H", "H", "H", "H"],
  "coordinates": [[-2.194471, -1.122790, -0.735468], [-2.068850, 0.085539, 0.095909], [-3.357246, 0.927150, 0.245788], [-0.939571, 0.781816, 0.195604], [0.186990, 1.055139, 0.566147], [1.255097, 1.813827, 0.586618], [2.546708, 1.357136, 0.390700], [3.046753, 0.154912, -0.126105], [4.344206, 0.141697, -0.621126], [2.384428, -1.127627, -0.109803], [1.494363, -1.543392, 0.739023], [0.444918, -1.850647, 1.289717], [-3.198043, -1.442528, -0.813756], [-1.823247, -1.932795, -0.206881], [-1.812662, -1.070235, -1.680926], [-3.303154, 1.461238, 1.216282], [-4.094989, 0.144777, 0.105590], [-3.327302, 1.679630, -0.641459], [0.949964, 2.882501, 0.991931], [3.392887, 2.126084, 0.474972], [4.646053, 1.028822, -0.903971], [4.979397, -0.656202, -0.464053], [2.568771, -1.858269, -0.947067], [0.240328, -2.487515, 2.079324]],
  "forces_ev_per_angstrom": [[-0.870, -0.136, 1.820], [-0.003, 3.137, -0.989], [1.673, 0.615, -0.923], [-0.039, -2.113, 0.552], [-0.267, 0.480, -0.442], [-1.272, 1.378, 1.401], [2.224, 1.983, -0.664], [1.454, -1.026, 0.328], [-2.319, -1.290, 1.054], [1.387, -0.333, -2.144], [-4.035, -0.912, 2.085], [1.844, -0.156, -0.436], [-1.462, 0.261, -0.276], [1.557, -1.745, 0.821], [1.294, 0.237, -2.390], [-0.728, -0.321, -0.649], [-0.840, 0.783, 0.430], [-0.612, -1.273, 1.630], [1.409, -2.074, -0.938], [-1.667, -0.912, 0.070], [1.237, 1.028, -0.264], [-0.747, 0.858, -0.481], [0.110, 0.851, 0.967], [0.671, 0.680, -0.560]],
  "lowdin_charge": [-0.04, -0.26, -0.02, 0.02, 0.13, -0.07, -0.05, -0.28, 0.16, -0.05, -0.12, 0.23, 0.08, 0.06, 0.07, 0.09, 0.07, 0.13, 0.19, 0.14, 0.09, 0.15, 0.16, 0.13]
}

Entry 2:
{
  "formula": "C9H12N3O",
  "method": "the ωB97M-V functional and the def2-TZVPD basis",
  "total_energy_ha": -589.204811,
  "homo_ev": [-11.49, -11.26],
  "e_above_lowest_kcal_mol": 151.36,
  "orbital_gap_ev": [7.95, 7.74],
  "total_charge": 1,
  "symbols": ["C", "C", "C", "C", "C", "C", "C", "C", "C", "N", "N", "N", "O", "H", "H", "H", "H", "H", "H", "H", "H", "H", "H", "H", "H"],
  "coordinates": [[-4.533533, -1.131618, 0.088898], [-3.256158, -1.699034, -0.023240], [-4.282762, 0.239900, 0.198021], [-2.341790, -0.609796, -0.018078], [1.755795, 1.013098, 0.176888], [-0.924531, -0.836450, 0.018918], [0.449379, 1.312051, 0.194163], [3.562110, -0.408132, 0.241626], [-0.365190, 2.529016, 0.116187], [2.265797, -0.226663, 0.061786], [4.154778, -1.584540, 0.042938], [-0.281998, -1.901081, 0.067717], [-2.998495, 0.540450, 0.208670], [-5.395932, -1.672477, 0.426132], [-2.994971, -2.686090, -0.395792], [-4.970948, 1.124465, 0.481362], [2.400253, 1.856249, 0.074573], [4.233867, 0.350502, 0.506107], [0.412161, 3.405147, 0.235970], [-1.276569, 2.665653, 0.797823], [-0.664904, 2.809883, -0.979097], [3.555922, -2.403805, 0.261617], [5.189501, -1.571028, -0.095556], [1.637706, -1.031957, -0.068607], [-0.602419, -2.851069, 0.377457]],
  "forces_ev_per_angstrom": [[0.853, 1.536, 1.045], [1.390, 1.622, -1.487], [-3.107, 0.631, 1.575], [-0.492, -2.825, 0.554], [-3.891, 3.200, -0.074], [0.829, 0.897, 0.277], [-0.991, -2.909, -0.345], [-1.082, -1.931, -1.154], [0.735, 2.873, -1.327], [2.637, -2.026, 0.742], [-0.157, -0.117, 0.604], [0.884, 0.099, 0.550], [0.923, 0.115, -0.736], [-0.593, 0.168, -0.692], [-0.080, 0.063, 0.682], [1.240, -1.793, -0.780], [0.999, 0.372, 0.216], [0.322, 1.684, -0.035], [-1.459, -1.201, 0.468], [1.640, -0.474, -0.926], [0.108, -1.140, 1.816], [1.345, 0.321, -0.818], [-1.545, -0.681, 0.600], [-0.269, 0.137, -0.091], [-0.239, 1.379, -0.663]],
  "lowdin_charge": [-0.03, 0.00, -0.09, -0.27, -0.18, -0.08, -0.03, -0.11, -0.13, 0.08, 0.16, 0.08, 0.05, 0.11, 0.12, 0.17, 0.12, 0.15, 0.11, 0.10, 0.12, 0.15, 0.16, 0.12, 0.11]
}

Entry 3:
{
  "formula": "C9H12N3O2",
  "method": "the ωB97M-V functional and the def2-TZVPD basis",
  "total_energy_ha": -664.557628,
  "smiles": "[NH2+]=C(/C=C\\N/C=C1/C[C@H]1CO)N=C=O",
  "homo_ev": -12.16,
  "e_above_lowest_kcal_mol": 26.31,
  "orbital_gap_ev": 8.11,
  "total_charge": 1,
  "symbols": ["N", "C", "C", "C", "N", "C", "C", "C", "C", "C", "O", "N", "C", "O", "H", "H", "H", "H", "H", "H", "H", "H", "H", "H", "H", "H"],
  "coordinates": [[4.154149, 1.878750, -0.466383], [2.957368, 1.339399, -0.112970], [2.154949, 2.096916, 0.685814], [0.868416, 1.800204, 1.157303], [0.141506, 0.769003, 0.866062], [-1.186671, 0.484351, 1.385958], [-1.757201, -0.670027, 1.151760], [-2.908556, -1.549456, 1.022900], [-1.582470, -1.961129, 0.392509], [-1.275622, -2.007088, -1.037299], [-0.128448, -1.085818, -1.383385], [2.526725, 0.180206, -0.617462], [2.772508, -0.916919, -1.003650], [2.877121, -1.985718, -1.358415], [4.295612, 2.761377, -0.051956], [4.731153, 1.555725, -1.226162], [2.453753, 3.074361, 1.075530], [0.393227, 2.624761, 1.624699], [0.430749, 0.179432, 0.046000], [-1.695740, 1.413160, 1.780082], [-3.330398, -1.964777, 2.048466], [-3.628877, -1.191288, 0.440057], [-0.959871, -2.743132, 0.911513], [-2.243529, -1.709139, -1.755671], [-0.945001, -2.927227, -1.384544], [-0.211330, -0.876407, -2.289537]],
  "forces_ev_per_angstrom": [[-0.983, -1.514, -0.019], [1.433, 1.325, -0.663], [-1.233, 0.936, 1.540], [0.578, 0.096, -1.324], [-0.928, -1.569, -0.765], [0.133, 2.053, -0.413], [0.455, -0.627, -1.138], [1.751, -1.470, 4.894], [1.218, -0.624, 2.363], [-1.926, 3.458, -3.438], [-1.106, -0.895, 2.301], [-0.567, 1.201, 0.342], [0.132, 0.134, 0.151], [0.405, -2.197, -0.825], [0.704, 0.967, 0.079], [-0.073, -0.047, 0.147], [0.481, -0.438, -0.543], [-0.481, 0.303, 1.211], [-0.318, 0.102, 1.136], [0.581, -1.399, -0.082], [1.124, 0.297, -2.427], [-2.997, 1.200, -2.593], [-0.972, 0.872, -0.051], [2.445, -0.546, 1.971], [0.298, -1.951, -0.255], [-0.154, 0.332, -1.596]],
  "lowdin_charge": [0.20, -0.33, -0.02, -0.06, 0.07, -0.01, -0.16, -0.02, -0.20, -0.14, -0.10, 0.22, -0.27, 0.27, 0.10, 0.13, 0.12, 0.13, 0.13, 0.15, 0.17, 0.06, 0.17, 0.19, 0.09, 0.07]
}

Entry 4:
{
  "formula": "C9H12N4O2P",
  "method": "the ωB97M-V functional and the def2-TZVPD basis",
  "total_energy_ha": -1060.851384,
  "homo_ev": -3.33,
  "orbital_gap_ev": 5.96,
  "total_charge": -1,
  "symbols": ["C", "C", "C", "N", "C", "N", "C", "C", "N", "C", "C", "C", "N", "P", "O", "H", "H", "H", "H", "H", "H", "H", "H", "H", "H", "H", "O", "H"],
  "coordinates": [[1.256927, -2.879910, -0.045268], [1.530393, -1.735656, -0.396848], [1.547556, -0.156702, -0.607918], [2.398012, 0.480515, 0.414057], [2.202728, 0.070511, -2.034722], [2.713662, 0.242972, -3.058967], [0.063728, 0.456680, -0.532672], [-0.665602, 0.114210, -1.899599], [-1.228885, 0.167139, -2.913292], [-0.763697, -0.046436, 0.736935], [-2.176207, -0.677200, 0.377901], [-3.409304, 0.176779, -0.129634], [-2.326104, -1.955933, 0.548946], [0.278735, 2.341092, -0.326878], [1.123822, 2.973997, -1.416300], [0.748941, -3.837737, 0.254360], [3.381578, 0.188317, 0.308020], [2.077123, 0.201407, 1.360085], [-0.214644, -0.781437, 1.396379], [-0.995508, 0.859354, 1.401898], [-3.733369, -0.089623, -1.189265], [-3.226146, 1.297957, -0.059842], [-4.282835, -0.045695, 0.562999], [-3.292552, -2.216032, 0.274214], [-0.995188, 3.003946, -0.318293], [0.848088, 2.554271, 0.981155], [3.413514, -0.577088, 2.754439], [3.845309, -0.314900, 3.564347]],
  "forces_ev_per_angstrom": [[-0.719, 1.175, -0.391], [-1.473, -0.154, 0.346], [1.781, -1.688, -0.448], [-1.092, -0.037, -1.102], [-0.617, 0.216, 1.057], [-0.561, -0.332, 1.149], [-0.615, -1.116, -0.886], [0.382, 1.634, 1.195], [0.641, -0.480, 1.279], [-1.297, 0.205, 0.408], [-0.297, -1.280, -0.113], [0.107, 0.476, 0.386], [-0.003, 1.979, -0.376], [2.398, 1.318, -2.146], [-1.327, -0.936, 1.460], [1.316, 1.559, -0.510], [-0.822, 0.045, 0.546], [1.070, -0.231, -0.078], [-0.393, 0.733, -1.065], [0.377, -1.056, -0.821], [0.718, 0.317, 1.374], [-0.139, -1.392, -0.248], [1.059, 0.217, -0.803], [0.593, 0.137, 0.207], [0.076, -0.914, 0.356], [-0.779, -0.560, -0.506], [-0.506, 0.057, -0.620], [0.122, 0.112, 0.351]],
  "lowdin_charge": [0.10, -0.05, -0.45, 0.04, -0.16, 0.15, -0.40, -0.19, 0.17, -0.13, -0.39, -0.07, 0.11, 0.74, -0.46, 0.06, 0.10, 0.04, 0.13, 0.11, 0.08, 0.07, 0.08, 0.05, 0.02, 0.04, -0.59, -0.21]
}

Entry 5:
{
  "formula": "C9H12NO2S",
  "method": "the ωB97M-V functional and the def2-TZVPD basis",
  "total_energy_ha": -953.143571,
  "homo_ev": -13.17,
  "e_above_lowest_kcal_mol": 75.01,
  "orbital_gap_ev": 7.40,
  "total_charge": 1,
  "symbols": ["C", "C", "C", "C", "C", "C", "C", "C", "C", "N", "O", "O", "S", "H", "H", "H", "H", "H", "H", "H", "H", "H", "H", "H", "H"],
  "coordinates": [[0.920088, 1.816569, 0.443864], [2.248990, 1.859219, 0.184924], [-0.171658, 0.935660, 0.085080], [-0.412245, -0.524628, -0.155279], [-1.640206, -0.829608, -0.914917], [2.617097, -1.115726, 0.414259], [2.750427, -0.263326, -0.856986], [-2.761322, 0.135248, -0.412873], [-3.468793, -0.497278, 0.716594], [0.276655, -1.398341, 0.474331], [1.385776, -1.029765, 1.140795], [3.071526, 1.119190, -0.516011], [-1.740430, 1.658866, 0.145658], [0.403142, 2.676232, 0.901050], [2.649975, 2.826761, 0.597811], [-1.558409, -0.881567, -1.970059], [-1.922682, -1.822287, -0.492401], [3.011573, -2.056380, 0.241433], [3.263888, -0.496355, 1.236458], [3.600790, -0.504338, -1.379911], [1.910949, -0.338542, -1.644983], [-3.482704, 0.407345, -1.182827], [-2.698912, -0.876897, 1.375092], [-4.283231, -1.124462, 0.310435], [-3.970272, 0.324419, 1.258475]],
  "forces_ev_per_angstrom": [[-3.305, -1.286, -0.185], [0.603, 1.443, 0.148], [-0.769, 0.784, 0.016], [2.385, 1.317, 0.428], [-1.524, -1.120, 2.090], [0.970, 4.756, 2.076], [-2.761, 0.573, 0.254], [1.862, 0.106, -1.055], [-1.115, 1.684, 0.884], [-1.543, -1.825, -1.643], [0.613, 0.910, 0.297], [-0.931, 0.388, 0.740], [0.177, -0.842, -0.488], [1.343, 0.073, -0.090], [0.455, -1.255, -0.784], [0.450, 0.111, -0.975], [0.068, 0.348, -0.933], [0.268, -2.213, -0.067], [-0.898, -1.990, -2.079], [2.029, -1.063, -1.036], [0.868, 0.353, 1.483], [0.490, 0.501, -0.157], [-0.446, -0.910, 0.392], [0.798, -0.333, 0.586], [-0.087, -0.512, 0.100]],
  "lowdin_charge": [-0.08, -0.08, -0.33, -0.31, -0.12, -0.10, -0.08, -0.50, -0.11, 0.13, -0.12, 0.01, 1.15, 0.11, 0.17, 0.12, 0.14, 0.10, 0.20, 0.11, 0.17, 0.12, 0.09, 0.12, 0.09]
}

Entry 6:
{
  "formula": "C9H12NOP",
  "method": "the ωB97M-V functional and the def2-TZVPD basis",
  "total_energy_ha": -821.308755,
  "homo_ev": [-8.11, -7.96],
  "e_above_lowest_kcal_mol": 106.40,
  "orbital_gap_ev": [7.12, 7.09],
  "symbols": ["C", "C", "C", "C", "C", "C", "C", "C", "C", "N", "O", "P", "H", "H", "H", "H", "H", "H", "H", "H", "H", "H", "H", "H"],
  "coordinates": [[3.562485, -0.896774, 0.875049], [2.292214, -0.934534, 1.434422], [3.465771, 0.042233, -0.107907], [1.453260, -0.167949, 0.678513], [-3.185173, -0.234101, -0.949164], [-3.588211, -0.706707, 0.242626], [-1.840677, 0.020992, -1.134803], [-2.609234, -0.800458, 1.355387], [1.818499, 1.469114, -1.210039], [2.258447, 0.525495, -0.234429], [-1.814521, 1.737079, 1.099268], [-1.354103, 0.394951, 0.666041], [4.402917, -1.232878, 1.325700], [1.945529, -1.471759, 2.313737], [4.263884, 0.501623, -0.811259], [-3.692095, -0.330212, -1.942389], [-4.455299, -1.187315, 0.301736], [-1.186034, -0.806698, -1.588226], [-1.600761, 0.902265, -1.740153], [-3.089167, -0.368723, 2.293149], [-2.331277, -1.840355, 1.434927], [1.796154, 1.167472, -2.198821], [0.943007, 1.912469, -0.871133], [2.544389, 2.304768, -1.232239]],
  "forces_ev_per_angstrom": [[-1.487, 1.685, -0.702], [-2.258, -1.114, 1.152], [4.742, 0.908, -2.341], [-1.691, 1.469, -0.425], [-3.570, -2.374, -0.795], [2.743, 1.514, -2.158], [5.992, 1.215, 0.179], [-0.287, 1.080, 0.789], [2.299, 1.631, 1.279], [-3.364, -0.810, 0.415], [0.888, -0.018, -0.070], [1.034, -0.368, -0.526], [2.504, -1.257, 0.900], [0.284, -0.066, -0.287], [-1.255, -1.074, 1.449], [-0.602, 0.178, 1.379], [-3.840, -1.531, 0.638], [-1.072, 0.798, 0.793], [-0.049, 0.067, 0.152], [1.070, -0.684, -0.924], [0.413, -0.246, 0.468], [-0.470, -1.295, -1.897], [-1.877, 0.558, 0.345], [-0.146, -0.265, 0.187]],
  "lowdin_charge": [-0.10, -0.16, -0.17, -0.05, -0.22, -0.16, -0.31, -0.24, -0.04, -0.19, -0.38, 0.87, 0.06, 0.09, 0.16, 0.13, 0.06, 0.13, 0.09, 0.12, 0.09, 0.07, 0.06, 0.11]
}